Below is the molecule C3H5N3, with properties calculated with the ωB97M-V functional and the def2-TZVPD basis.

Geometry as XYZ:
```
11
Properties=species:S:1:pos:R:3:forces:R:3
C 1.024156 1.068864 0.629032 0.0 0.0 -0.1
C -0.095045 0.270884 0.034217 -0.2 0.1 -0.4
N -1.203317 0.825131 -0.346685 0.4 0.1 0.3
N -2.061205 -0.177109 -0.806590 -0.3 -0.5 0.4
N -1.597604 -1.329135 -0.619849 -0.9 0.4 0.4
C -0.201517 -1.168053 -0.228150 -0.1 -0.2 -0.6
H 0.691731 2.102791 0.753841 0.0 -0.2 0.0
H 1.906881 1.063829 -0.018446 -0.1 -0.1 0.1
H 1.330240 0.680315 1.607844 -0.1 0.0 -0.2
H 0.335932 -1.942270 0.320185 -0.4 0.2 0.1
H -0.130253 -1.395247 -1.325399 1.7 0.3 0.1
```
Forces are in eV/Å.

Its spin multiplicity is 1. Its structure (SMILES) is CC1=NN=NC1. For the frontier orbital gap, the calculation gives 10.68 eV. The calculation puts the HOMO energy at -10.22 eV. The calculation puts the relative energy (zero: lowest compared OMol25 entry of this formula, charge and spin) at 254.32 kJ/mol.

These are the Mulliken partial charges, in e, on atoms 1 to 2:
1. C -1.01
2. C 0.69


Below is a structure of composition C4H6N2O2, with properties calculated with the ωB97M-V functional and the def2-TZVPD basis.

Geometry as XYZ:
```
14
Properties=species:S:1:pos:R:3:forces:R:3
C -1.728442 0.156301 1.089551 -6.2 -2.5 3.1
C -0.665721 0.030044 0.168693 0.9 0.5 -1.2
C 1.902826 0.727063 -0.822607 -1.6 0.0 0.2
C -0.110408 -1.233530 -0.267153 4.6 -3.2 1.3
H -2.745120 0.942089 0.518712 3.4 -2.6 2.4
H -1.549415 0.311220 2.354835 -0.4 -0.2 -4.1
H -2.141767 -1.201080 1.032825 0.5 4.3 0.6
H 2.049404 1.671678 -0.284535 1.1 -0.1 -0.6
H 2.528917 0.283089 -1.679343 -0.8 1.1 1.5
H -0.750993 -2.231072 -0.180356 1.6 2.2 -1.1
N -0.353354 1.091823 -0.445137 -1.0 1.8 0.3
N 1.289017 -1.307159 -0.322408 -6.6 -2.8 0.2
O 0.540102 0.942637 -1.431346 2.9 -0.8 -0.8
O 1.734954 -0.183104 0.268271 1.6 2.3 -1.6
```
Forces are in eV/Å.

Its spin multiplicity is 1. For the frontier orbital gap, the calculation gives 9.23 eV. The calculation puts the HOMO energy at -9.68 eV. The calculation puts the relative energy (zero: lowest compared OMol25 entry of this formula, charge and spin) at 885.16 kJ/mol.

These are the Mulliken partial charges, in e, on atoms 1 to 2:
1. C -0.72
2. C 0.89


Below is a structure of composition C2H4F2OS, with properties calculated with the ωB97M-V functional and the def2-TZVPD basis.

Geometry as XYZ:
```
10
Properties=species:S:1:pos:R:3:forces:R:3
C -0.467368 0.524255 -0.128542 1.5 -0.5 -1.1
C 3.429969 0.056011 -0.351262 0.6 0.2 0.8
O 1.130145 -1.610991 0.124713 -0.1 -0.7 0.0
F 3.606203 1.321605 0.013888 0.0 -0.2 -0.2
F 3.519480 -0.606796 0.839130 0.1 0.2 -0.2
S 1.187389 -0.207328 -0.691902 -1.8 0.5 0.2
H -0.540858 0.645901 0.936893 0.1 0.0 0.3
H -0.495874 1.469121 -0.664997 -0.2 0.2 0.1
H -1.200983 -0.153860 -0.548688 -0.2 0.0 0.2
H 1.725117 -1.613713 0.887898 0.1 0.3 -0.1
```
Forces are in eV/Å.

Its spin multiplicity is 1. For the frontier orbital gap, the calculation gives 9.29 eV. The calculation puts the HOMO energy at -9.08 eV. The calculation puts the relative energy (zero: lowest compared OMol25 entry of this formula, charge and spin) at 265.34 kJ/mol.

These are the Mulliken partial charges, in e, on atoms 1 to 2:
1. C -0.75
2. C 0.09


Below is a cluster of 13 separate species, C25H9Cl48F2NO2 in total, with properties calculated with the ωB97M-V functional and the def2-TZVPD basis.

Geometry as XYZ:
```
87
Properties=species:S:1:pos:R:3:forces:R:3
C 0.839575 0.781870 -5.920217 0.8 0.0 0.6
C 1.289940 -0.315255 -6.099948 -0.5 -0.7 -0.4
N 1.871646 -1.552124 -6.333188 -0.4 1.2 -0.5
C 1.515544 -2.551682 -5.341464 1.2 0.9 0.9
O 0.562872 -3.249162 -5.373508 -0.3 -0.1 0.0
C 2.620120 -2.422853 -4.310605 1.3 -0.2 0.6
C 2.733943 -2.953304 -3.020520 0.3 -0.2 -0.9
C 3.863970 -2.638478 -2.265034 -0.1 0.1 -0.4
C 4.905535 -1.811731 -2.732507 -0.5 -0.2 0.1
C 6.047023 -1.540203 -1.755875 0.4 -1.0 -0.4
F 5.665074 -0.545309 -0.866917 0.1 0.3 -0.2
C 7.416256 -1.266492 -2.379171 -0.4 0.6 -0.2
C 7.861079 -2.349288 -3.399087 0.5 0.4 0.5
C 4.802053 -1.318463 -4.040399 -0.6 -0.5 0.6
F 5.747969 -0.543051 -4.544446 0.1 0.1 -0.2
C 3.677773 -1.624421 -4.799278 -0.9 -0.2 -1.0
C 3.303300 -1.239244 -6.226064 0.4 -0.7 1.0
O 3.938880 -0.821809 -7.135505 0.1 0.1 0.1
H 0.649974 1.818615 -5.747769 -0.3 -0.3 0.1
H 1.949826 -3.597398 -2.643688 0.3 -0.1 0.1
H 3.939254 -3.051298 -1.260679 0.1 0.4 -0.4
H 6.150967 -2.452778 -1.145745 -0.1 0.2 -0.1
H 8.123480 -1.141077 -1.550744 -0.1 -0.1 -0.2
H 7.363033 -0.306403 -2.907123 0.1 -0.1 0.3
H 7.134874 -3.162823 -3.503793 0.2 0.2 -0.1
H 8.055367 -1.866067 -4.361682 -0.3 -0.3 0.1
H 8.823920 -2.762919 -3.075257 -0.3 -0.2 -0.1
C 3.342584 1.790326 0.552976 0.0 0.1 -0.1
Cl 4.981035 2.448745 0.483985 -0.1 0.0 0.0
Cl 3.315504 0.386787 1.635557 0.1 0.1 -0.2
Cl 2.234379 3.024622 1.165160 0.2 0.1 -0.3
Cl 2.831409 1.294740 -1.066037 0.0 0.0 0.0
C 0.066534 2.440509 4.960607 -0.1 0.0 0.0
Cl 1.237244 1.692476 3.868938 -0.2 0.0 0.4
Cl -1.423461 1.486331 4.962340 0.2 0.1 0.0
Cl 0.734205 2.492301 6.600107 0.0 0.0 0.0
Cl -0.284178 4.088072 4.416498 0.1 -0.3 0.1
C -3.424389 -1.981760 6.329331 0.2 0.0 0.0
Cl -2.209913 -1.657281 7.568677 -0.1 -0.1 -0.1
Cl -4.879027 -2.652767 7.082524 0.6 0.0 0.4
Cl -3.834992 -0.472306 5.506863 -0.2 -0.1 0.0
Cl -2.781850 -3.138671 5.157071 -0.1 0.0 0.0
C 1.239932 7.096471 2.242538 0.1 0.0 0.0
Cl 1.609980 8.822055 2.342318 0.0 -0.1 0.0
Cl -0.371586 6.801976 2.915937 0.0 0.2 -0.1
Cl 1.270626 6.582762 0.551624 0.0 0.0 0.1
Cl 2.442246 6.182094 3.159994 0.0 0.0 0.0
C -8.871775 -2.600091 4.820283 0.1 0.0 0.1
Cl -7.361514 -2.593993 5.745181 -0.6 0.1 -0.4
Cl -8.590673 -3.394502 3.269219 0.0 0.1 0.1
Cl -10.115270 -3.480025 5.716785 0.0 0.1 -0.1
Cl -9.405705 -0.915098 4.580257 0.4 -0.9 0.3
C -2.382405 0.203450 11.346461 0.0 0.0 0.0
Cl -1.282879 -0.175051 12.678575 0.0 0.0 0.0
Cl -3.367856 -1.216694 10.975307 0.0 0.1 0.0
Cl -3.435406 1.544270 11.813490 0.0 0.0 0.0
Cl -1.441639 0.665209 9.919899 0.0 0.0 0.1
C -11.283077 -0.972028 0.254296 0.0 0.0 0.0
Cl -10.170493 -1.671561 -0.930979 0.0 0.0 0.0
Cl -12.803940 -1.875698 0.239138 0.1 0.0 0.0
Cl -10.559445 -1.060388 1.865516 -0.3 0.1 -0.5
Cl -11.598170 0.718851 -0.159825 0.0 -0.1 0.0
C -1.136399 1.724866 -9.664450 0.1 0.0 0.0
Cl -0.129361 1.154409 -8.319121 -0.5 0.2 -0.8
Cl -2.132088 0.390900 -10.263744 0.0 0.1 0.0
Cl -2.185534 3.034316 -9.099280 0.0 0.0 0.0
Cl -0.103336 2.322323 -10.972272 0.0 0.0 0.0
C 4.231905 -3.774174 2.342370 0.0 0.1 0.1
Cl 5.873150 -3.119686 2.301183 -0.1 0.0 0.0
Cl 4.183994 -5.193358 3.391507 0.0 0.1 -0.1
Cl 3.111772 -2.549243 2.945862 0.0 -0.1 0.1
Cl 3.742579 -4.215445 0.699748 0.0 -0.3 0.3
C -1.168144 -1.154652 -1.839660 -0.1 0.1 0.0
Cl -0.968039 0.450573 -1.124817 0.0 -0.1 0.0
Cl 0.420644 -1.786106 -2.319374 -0.8 0.5 0.4
Cl -1.899646 -2.243905 -0.653222 0.1 0.0 0.0
Cl -2.205620 -1.045738 -3.265165 0.1 0.0 0.1
C -11.138533 3.228234 5.295538 0.0 0.1 0.0
Cl -10.040183 4.228286 6.253886 0.0 0.0 0.0
Cl -11.606080 4.100610 3.830526 0.0 0.0 0.1
Cl -10.323733 1.720376 4.849602 -0.2 0.6 0.1
Cl -12.580692 2.855867 6.247011 0.1 0.0 0.0
C 6.352704 2.886420 -6.093828 -0.2 0.0 -0.1
Cl 7.338990 2.322734 -4.735716 0.0 0.0 0.0
Cl 5.263300 1.600297 -6.623077 0.2 0.3 0.0
Cl 5.405749 4.292258 -5.581832 0.0 0.0 0.0
Cl 7.413320 3.348848 -7.432067 0.0 0.0 0.0
```
Forces are in eV/Å.

Its spin multiplicity is 1. For the frontier orbital gap, the calculation gives 8.70 eV. The calculation puts the HOMO energy at -9.78 eV.

These are the Mulliken partial charges, in e, on atoms 1 to 2:
1. C -0.60
2. C -0.13


Strongest force on any atom list, top to bottom, in eV/A: 1.76; 7.33; 1.93; 1.76